Version 1
17
Properties=species:S:1:pos:R:3 method="wB97M-V/def2-TZVPD" s_squared=0.753 homo_lumo_gap_ha="0.2221 / 0.3514" spin_multiplicity=2 e_homo_ev="-4.8 / -8.5"
N -0.820 0.518 1.140
N -0.860 -1.642 1.665
C 0.404 0.340 0.244
C 0.194 0.868 -1.186
C -1.041 -0.416 2.076
C 1.152 0.184 -2.109
H 0.554 -0.735 0.102
H 1.255 1.024 -2.868
H -0.850 0.885 -1.520
H 0.645 -0.595 -2.632
H 2.157 0.002 -1.734
H -1.426 1.385 1.077
H 0.481 1.993 -1.247
H -1.736 -0.243 2.940
H -1.312 -2.540 2.070
H 1.206 0.877 0.727
H -0.003 -1.906 1.254

=====

Version 2
17
Properties=species:S:1:pos:R:3 method="wB97M-V/def2-TZVPD" s_squared=0.753 homo_lumo_gap_ha="0.1964 / 0.3556" spin_multiplicity=2 e_homo_ev="-4.2 / -8.6"
N -0.188 0.371 -0.672
N 0.214 -1.377 -2.038
C 0.512 -0.229 0.454
C -0.993 0.756 2.138
C 0.039 -0.087 -1.929
C 0.520 0.597 1.822
H 0.092 -1.873 -1.200
H -1.491 1.697 1.825
H -1.162 0.882 3.178
H 1.043 0.042 2.550
H 1.011 1.554 1.587
H 0.457 -1.659 -3.032
H 0.003 0.446 -2.854
H 1.650 -0.374 0.243
H 0.038 -1.156 0.550
H -1.612 -0.012 1.734
H -0.685 1.275 -0.518

=====

Version 3
17
Properties=species:S:1:pos:R:3 method="wB97M-V/def2-TZVPD" s_squared=0.786 homo_lumo_gap_ha="0.4177 / 0.3104" spin_multiplicity=2 e_homo_ev="-10.6 / -10.3"
N -0.443 1.300 -1.471
N 0.202 2.346 0.451
C 0.566 -1.187 0.607
C 0.109 -1.998 -0.594
C 0.094 2.326 -0.911
C -0.553 -0.657 1.506
H -0.147 -0.063 2.324
H 1.168 -0.337 0.291
H -1.163 0.013 0.896
H 1.209 -1.834 1.218
H -0.673 1.441 -2.447
H 0.440 3.198 -1.468
H 0.376 3.338 0.660
H -1.219 -1.425 1.904
H -0.776 -1.570 -1.075
H -0.059 -3.070 -0.522
H 0.868 -1.822 -1.368

=====

Version 4
17
Properties=species:S:1:pos:R:3 method="wB97M-V/def2-TZVPD" s_squared=0.759 homo_lumo_gap_ha="0.1737 / 0.2764" spin_multiplicity=2 e_homo_ev="-3.9 / -7.1"
N 2.018 -0.519 -1.234
N 0.352 1.632 -0.626
C -0.751 0.173 1.242
C 0.160 0.367 0.112
C -2.103 -0.489 0.969
C 0.823 -0.709 -0.518
H 2.117 0.402 -1.444
H 2.073 -1.151 -2.058
H 0.105 2.374 0.024
H -0.243 -0.363 2.036
H 2.907 -0.812 -0.775
H -2.617 -0.471 1.916
H 0.604 -1.795 -0.749
H -0.072 1.703 -1.532
H -2.691 0.074 0.193
H -0.885 1.088 1.754
H -1.797 -1.505 0.692

=====

Calculated relative energies: version 1 0.0310; version 2 0.0288; version 3 0.0000; version 4 0.0841, given in hartree

=====

Version 1
18
Properties=species:S:1:pos:R:3 method="wB97M-V/def2-TZVPD" homo_lumo_gap_ha="0.3078 / 0.3078" e_homo_ev="-8.0 / -8.0"
N -0.021 1.064 0.539
N -1.573 2.783 1.183
C 0.556 -1.353 -1.329
C -1.238 1.712 0.582
C 0.065 -1.612 1.023
C 0.793 -0.052 -1.759
H 0.716 1.485 1.092
H -0.617 -1.370 1.849
H 0.097 0.379 -2.475
H -0.245 -2.578 0.633
H 1.078 -1.681 1.420
H -0.032 -0.276 0.686
H -0.387 -1.835 -1.543
H -1.992 1.226 -0.038
H 1.367 -2.007 -1.047
H -0.799 3.180 1.720
H 0.406 0.677 -0.639
H 1.825 0.257 -1.898

=====

Version 2
18
Properties=species:S:1:pos:R:3 method="wB97M-V/def2-TZVPD" homo_lumo_gap_ha="0.3309 / 0.3456" e_homo_ev="-8.8 / -8.9"
N 1.842 0.115 0.612
N -0.615 0.719 0.337
C -2.860 0.031 0.036
C -1.455 -0.393 0.521
C 2.434 1.109 -0.196
C 1.799 -1.180 0.044
H -2.804 0.345 -1.004
H -3.218 0.870 0.633
H 1.468 -1.191 -1.004
H -0.505 1.264 1.188
H 2.810 -1.613 0.064
H 1.157 -1.822 0.646
H -1.528 -0.767 1.554
H 2.213 1.017 -1.266
H 2.141 2.091 0.171
H 3.525 1.024 -0.073
H -1.111 -1.206 -0.133
H -3.553 -0.802 0.131

=====

Calculated relative energies: version 1 0.0348; version 2 0.0000, given in hartree

=====

Version 1
18
Properties=species:S:1:pos:R:3 method="wB97M-V/def2-TZVPD" homo_lumo_gap_ha=0.3250 e_homo_ev=-7.8
N 1.648 -0.324 1.138
N -1.159 1.453 -0.462
C -0.651 1.046 -1.782
C -2.562 1.156 -0.227
C 2.472 -2.551 1.504
C 1.870 -1.628 0.771
H 1.974 -0.014 2.036
H -2.685 0.227 0.329
H 1.393 -1.875 -0.172
H -3.157 1.080 -1.140
H -3.045 1.919 0.380
H 0.913 0.228 0.728
H -1.316 0.289 -2.209
H 2.642 -3.572 1.168
H -1.024 2.448 -0.351
H 0.361 0.646 -1.694
H 2.995 -2.421 2.449
H -0.668 1.893 -2.465

=====

Version 2
18
Properties=species:S:1:pos:R:3 method="wB97M-V/def2-TZVPD" homo_lumo_gap_ha=0.3621 e_homo_ev=-8.7
N -1.275 -0.611 -0.100
N 0.582 0.196 1.845
C 0.942 -0.299 0.496
C -0.111 0.299 -0.401
C 2.359 0.219 0.132
C -2.278 -0.330 -1.073
H 0.872 -1.329 0.477
H -0.404 1.406 -0.329
H 2.558 -0.332 -0.663
H -2.317 0.775 -1.034
H 2.438 1.288 0.146
H 2.960 0.026 0.909
H 0.478 1.228 1.880
H -0.446 -0.064 2.052
H -2.179 -0.492 -2.148
H 0.060 0.241 -1.468
H -3.273 -0.654 -0.852
H -0.968 -1.568 0.129

=====

Version 3
18
Properties=species:S:1:pos:R:3 method="wB97M-V/def2-TZVPD" homo_lumo_gap_ha=0.3360 e_homo_ev=-7.9
N 1.398 -0.515 -1.248
N 0.567 -0.332 -0.063
C 0.304 1.066 0.204
C 1.258 -1.886 -1.708
C -0.609 1.193 1.421
C -1.971 0.553 1.169
H -1.840 -0.483 0.864
H 1.223 1.657 0.355
H 1.105 -0.726 0.716
H 1.002 0.098 -1.956
H -2.576 0.580 2.073
H 1.741 -2.546 -0.983
H -0.215 1.469 -0.676
H 1.769 -1.980 -2.666
H -2.501 1.086 0.381
H -0.733 2.250 1.661
H 0.211 -2.199 -1.822
H -0.131 0.713 2.276

=====

Calculated relative energies: version 1 0.0022; version 2 0.0290; version 3 0.0000, given in hartree

=====

Version 1
18
Properties=species:S:1:pos:R:3 method="wB97M-V/def2-TZVPD" homo_lumo_gap_ha=0.1356 e_homo_ev=-6.9
N 0.420 -1.117 -2.852
N -1.999 0.360 1.501
C 0.465 -0.118 0.816
C 0.797 1.345 0.968
C 0.308 -0.265 -1.773
C 0.692 -0.909 -0.407
H 0.264 1.709 1.859
H 0.108 -1.836 -0.324
H 1.726 -1.219 -0.556
H -2.331 0.488 2.454
H -2.684 -0.187 0.984
H 0.817 -0.642 1.707
H 0.991 0.589 -1.950
H -0.706 0.164 -1.637
H -0.410 -1.690 -3.005
H 1.880 1.524 1.053
H 0.414 1.954 0.142
H -0.752 -0.150 1.021

=====

Version 2
18
Properties=species:S:1:pos:R:3 method="wB97M-V/def2-TZVPD" homo_lumo_gap_ha=0.3717 e_homo_ev=-9.1
N 0.386 1.241 -1.337
N -0.685 -1.515 -1.018
C -0.744 1.440 0.090
C 0.587 -1.415 -0.115
C 0.239 0.776 1.246
C 0.194 -0.734 1.253
H -1.100 2.315 0.649
H -0.696 -0.499 -1.287
H 0.311 1.953 -0.281
H -0.439 -1.991 -1.908
H 1.527 -0.821 -0.488
H -0.677 -1.168 1.475
H 1.000 -0.943 2.003
H -0.330 1.226 2.112
H -1.423 0.579 -0.075
H -0.049 2.013 -1.924
H 0.950 -2.434 0.025
H 1.365 1.283 1.336

=====

Calculated relative energies: version 1 0.0614; version 2 0.0000, given in hartree